No. 1
{
  "formula": "C8H15CaNOP",
  "method": "the ωB97M-V functional and the def2-TZVPD basis",
  "species": ["C", "C", "C", "C", "C", "Ca", "P", "H", "H", "H", "H", "H", "H", "H", "H", "C", "N", "C", "C", "O", "H", "H", "H", "H", "H", "H", "H"],
  "positions_angstrom": [[-0.06, -0.45, -1.23], [-1.06, -1.19, -1.91], [-0.71, -2.57, -1.89], [0.53, -2.72, -1.21], [0.97, -1.46, -0.76], [1.76, 1.43, 1.29], [-0.64, 2.68, 1.17], [0.00, 0.63, -1.09], [-1.95, -0.76, -2.36], [-1.29, -3.37, -2.33], [1.90, -1.23, -0.23], [1.06, -3.66, -1.05], [-1.94, 2.08, 1.00], [-0.79, 3.64, 0.09], [-1.04, 3.60, 2.21], [-0.65, 0.05, 4.23], [-0.40, -1.25, 3.60], [-1.14, -2.44, 4.01], [0.45, -1.31, 2.59], [1.03, -0.26, 2.16], [-1.36, -0.13, 5.05], [-1.08, 0.77, 3.51], [0.28, 0.47, 4.63], [-1.91, -2.70, 3.28], [-0.45, -3.29, 4.10], [-1.61, -2.23, 4.98], [0.64, -2.27, 2.10]],
  "nbo_charge": [-0.414, -0.338, -0.376, -0.354, -0.407, 0.191, -0.177, 0.156, 0.183, 0.179, 0.178, 0.181, -0.010, 0.042, 0.027, -0.425, -0.392, -0.409, 0.570, -0.882, 0.199, 0.216, 0.240, 0.215, 0.213, 0.208, 0.188],
  "molar_mass_da": 212.27,
  "lumo_energy_ev": 2.44,
  "fmax_ha_per_bohr": 0.0859,
  "charge": -1,
  "spin_multiplicity": 1,
  "relative_energy_kj_mol": 104.66,
  "gap_ha": 0.117
}



No. 2
{
  "formula": "C8H15Cl17",
  "method": "the ωB97M-V functional and the def2-TZVPD basis",
  "species": ["Cl", "C", "Cl", "Cl", "H", "Cl", "C", "Cl", "H", "H", "Cl", "C", "Cl", "H", "H", "Cl", "C", "Cl", "H", "H", "Cl", "C", "Cl", "H", "H", "Cl", "C", "Cl", "H", "H", "Cl", "C", "Cl", "H", "H", "Cl", "C", "Cl", "H", "H"],
  "positions_angstrom": [[0.55, -5.24, 4.34], [1.00, -4.51, 2.75], [2.83, -4.64, 2.38], [0.45, -2.80, 2.71], [0.42, -4.97, 1.95], [-1.78, 3.27, 2.68], [-2.43, 3.34, 1.03], [-4.22, 3.77, 0.89], [-1.88, 4.10, 0.48], [-2.22, 2.40, 0.51], [5.32, 0.06, -2.33], [3.98, 0.27, -3.38], [3.84, 2.02, -4.01], [4.09, -0.51, -4.13], [3.15, 0.06, -2.71], [-0.14, 3.59, -4.87], [-0.38, 2.63, -3.36], [-1.38, 3.66, -2.19], [-0.86, 1.70, -3.66], [0.63, 2.41, -3.03], [-4.10, -2.25, 1.37], [-4.72, -0.64, 1.61], [-6.42, -0.47, 1.14], [-4.55, -0.32, 2.64], [-4.07, 0.02, 1.04], [-2.78, -2.99, -2.75], [-1.51, -2.41, -1.60], [-0.86, -3.70, -0.51], [-0.72, -2.05, -2.26], [-1.93, -1.63, -0.98], [-1.32, 0.14, 0.95], [0.48, 0.20, 0.78], [0.89, 0.48, -0.92], [0.88, 1.00, 1.40], [0.89, -0.73, 1.17], [3.52, 1.65, 3.69], [3.87, 1.04, 2.08], [3.36, -0.65, 1.94], [3.25, 1.62, 1.39], [4.91, 1.09, 1.77]],
  "nbo_charge": [0.024, -0.224, -0.021, -0.002, 0.229, -0.022, -0.379, -0.056, 0.221, 0.228, 0.000, -0.385, -0.065, 0.230, 0.221, -0.037, -0.351, -0.060, 0.224, 0.225, -0.006, -0.413, -0.015, 0.226, 0.210, -0.036, -0.367, -0.056, 0.220, 0.233, -0.056, -0.382, -0.043, 0.225, 0.251, -0.009, -0.405, -0.027, 0.214, 0.234],
  "smiles": "ClC(Cl)Cl.ClCCl.ClCCl.ClCCl.ClCCl.ClCCl.ClCCl.ClCCl",
  "molar_mass_da": 713.91,
  "lumo_energy_ev": 0.02,
  "fmax_ha_per_bohr": 0.0424,
  "spin_multiplicity": 1,
  "relative_energy_kj_mol": 120.84,
  "gap_ha": 0.404
}



No. 3
{
  "formula": "C8H15Cl2NO2",
  "method": "the ωB97M-V functional and the def2-TZVPD basis",
  "species": ["C", "C", "O", "C", "O", "C", "C", "C", "N", "C", "C", "Cl", "H", "H", "H", "H", "H", "H", "H", "H", "H", "H", "H", "H", "H", "H", "H", "Cl"],
  "positions_angstrom": [[-2.51, -1.00, 0.38], [-2.16, 0.15, 1.34], [-3.17, 1.13, 1.28], [-0.75, 0.75, 1.03], [-0.28, 0.18, -0.24], [1.11, 0.21, -0.39], [1.91, 1.28, 0.36], [1.37, 0.28, -1.91], [1.17, -1.12, -2.33], [1.24, -1.95, -1.38], [1.59, -1.25, -0.10], [1.14, -2.04, 1.40], [-1.75, -1.77, 0.48], [-2.61, -0.65, -0.65], [-3.47, -1.44, 0.67], [-2.13, -0.27, 2.34], [-3.18, 1.45, 0.37], [-0.11, 0.49, 1.87], [-0.81, 1.85, 0.89], [1.93, 1.00, 1.41], [2.94, 1.24, 0.00], [1.45, 2.27, 0.30], [0.50, 0.81, -2.29], [2.22, 0.82, -2.31], [0.95, -1.46, -3.26], [1.10, -3.02, -1.42], [2.69, -1.23, -0.12], [-0.40, 3.29, 2.29]],
  "nbo_charge": [-0.623, 0.078, -0.688, -0.149, -0.587, 0.302, -0.664, -0.282, -0.392, 0.294, -0.331, 0.048, 0.191, 0.195, 0.216, 0.179, 0.454, 0.193, 0.281, 0.251, 0.203, 0.293, 0.258, 0.252, 0.441, 0.246, 0.259, -0.919],
  "molar_mass_da": 228.12,
  "lumo_energy_ev": -2.10,
  "fmax_ha_per_bohr": 0.0478,
  "spin_multiplicity": 1,
  "gap_ha": 0.156
}



No. 4
{
  "formula": "C8H15ClI2N2OPPd",
  "method": "the ωB97M-V functional and the def2-TZVPD basis",
  "species": ["I", "I", "Pd", "P", "C", "C", "H", "H", "H", "C", "H", "H", "H", "H", "H", "H", "C", "O", "Cl", "C", "N", "C", "C", "N", "C", "H", "H", "H", "H", "H", "H"],
  "positions_angstrom": [[-2.49, 0.85, 4.84], [-3.69, 3.01, 2.70], [-0.20, -0.17, -0.29], [-1.71, -1.66, -0.94], [-3.25, -1.77, -0.01], [-2.22, -1.37, -2.64], [-0.13, -3.36, -1.54], [-1.80, -4.04, -1.37], [-0.82, -3.66, 0.08], [-1.06, -3.34, -0.95], [-1.32, -1.34, -3.28], [-2.90, -2.17, -2.99], [-3.91, -2.54, -0.45], [-3.78, -0.79, -0.02], [-2.74, -0.41, -2.72], [-3.04, -2.03, 1.05], [-1.36, 0.38, 1.10], [-2.04, 0.69, 1.97], [1.23, -1.02, -1.93], [4.69, 2.00, 1.18], [3.32, 1.97, 0.68], [2.55, 3.07, 0.34], [1.32, 2.58, -0.04], [1.36, 1.21, 0.12], [2.59, 0.83, 0.53], [5.36, 2.47, 0.43], [4.73, 2.62, 2.10], [5.03, 0.99, 1.40], [2.90, 4.07, 0.37], [0.44, 3.10, -0.41], [2.95, -0.16, 0.67]],
  "nbo_charge": [0.516, 0.485, 0.448, 1.251, -0.992, -0.979, 0.293, 0.287, 0.266, -0.979, 0.291, 0.289, 0.301, 0.251, 0.264, 0.256, 0.604, -0.487, -0.457, -0.439, -0.314, 0.198, 0.127, -0.550, 0.429, 0.272, 0.261, 0.258, 0.285, 0.276, 0.287],
  "molar_mass_da": 581.88,
  "lumo_energy_ev": [-9.78, -14.04],
  "fmax_ha_per_bohr": 0.0732,
  "charge": 3,
  "spin_multiplicity": 5,
  "relative_energy_kj_mol": 59.40,
  "gap_ha": [0.336, 0.176]
}



No. 5
{
  "formula": "C8H15ClOSi",
  "method": "the ωB97M-V functional and the def2-TZVPD basis",
  "species": ["C", "C", "C", "C", "C", "C", "C", "C", "O", "Si", "Cl", "H", "H", "H", "H", "H", "H", "H", "H", "H", "H", "H", "H", "H", "H", "H"],
  "positions_angstrom": [[-0.59, -1.93, -0.44], [1.37, -0.52, -0.94], [-2.34, -0.21, -0.24], [-1.26, 0.86, -0.26], [-1.87, -1.54, -0.88], [2.63, -1.05, -0.56], [0.30, 0.47, 2.25], [1.37, 2.41, 0.04], [-1.94, -1.22, -2.31], [0.52, 0.60, 0.36], [-0.46, -3.19, 0.69], [-2.62, -0.46, 0.76], [-3.17, 0.01, -0.81], [-1.11, 1.10, -1.29], [-1.75, 1.84, 0.20], [-2.73, -2.21, -0.77], [3.23, -1.60, -1.38], [2.65, -1.82, 0.23], [3.33, -0.26, -0.15], [-0.06, 1.37, 2.70], [-0.17, -0.43, 2.41], [1.29, 0.34, 2.83], [2.08, 2.57, 0.82], [1.72, 2.40, -0.97], [0.69, 3.30, 0.21], [-1.09, -0.82, -2.51]],
  "nbo_charge": [0.167, -0.322, -0.334, -0.887, -0.177, -0.825, -1.109, -1.055, -0.694, 1.487, 0.094, 0.194, 0.226, 0.228, 0.239, 0.204, 0.195, 0.236, 0.265, 0.248, 0.220, 0.230, 0.222, 0.229, 0.233, 0.486],
  "molar_mass_da": 190.75,
  "lumo_energy_ev": -1.54,
  "fmax_ha_per_bohr": 0.0866,
  "spin_multiplicity": 1,
  "relative_energy_kj_mol": 613.10,
  "gap_ha": 0.229
}



No. 6
{
  "formula": "C8H15FN3O",
  "method": "the ωB97M-V functional and the def2-TZVPD basis",
  "species": ["C", "C", "C", "C", "C", "C", "C", "C", "N", "N", "N", "O", "F", "H", "H", "H", "H", "H", "H", "H", "H", "H", "H", "H", "H", "H", "H", "H"],
  "positions_angstrom": [[2.90, 0.04, -0.83], [-2.51, 0.01, -0.28], [-1.32, 0.87, -0.52], [-2.31, -1.49, -0.29], [0.08, -1.03, 0.03], [-0.13, 0.57, 0.36], [1.10, 1.39, 0.14], [0.89, 2.96, 0.50], [2.18, 1.04, -0.36], [2.76, -1.74, 0.73], [-1.08, -1.76, 0.57], [3.29, -1.13, -0.34], [-0.53, 0.55, 1.69], [3.63, 0.29, -1.69], [-2.94, 0.30, 0.70], [-3.36, 0.25, -1.08], [-0.93, 0.54, -1.46], [-1.62, 1.86, -0.61], [-3.21, -2.06, 0.14], [-1.96, -1.68, -1.27], [0.12, -1.18, -0.97], [1.06, -1.38, 0.54], [0.78, 3.36, -0.52], [1.84, 3.25, 0.93], [0.06, 3.10, 1.00], [3.29, -2.63, 0.80], [-1.20, -1.50, 1.51], [-0.87, -2.81, 0.58]],
  "nbo_charge": [0.308, -0.422, -0.448, -0.218, -0.312, 0.330, 0.235, -0.618, -0.431, -0.200, -0.496, -0.339, -0.373, 0.201, 0.226, 0.259, 0.208, 0.246, 0.255, 0.216, 0.204, 0.277, 0.225, 0.243, 0.206, 0.337, 0.439, 0.442],
  "molar_mass_da": 188.23,
  "lumo_energy_ev": [-3.11, -4.66],
  "fmax_ha_per_bohr": 0.1356,
  "charge": 1,
  "spin_multiplicity": 3,
  "gap_ha": [0.249, 0.317]
}



What did the third record say?
{
  "formula": "C8H15Cl2NO2",
  "method": "the ωB97M-V functional and the def2-TZVPD basis",
  "species": ["C", "C", "O", "C", "O", "C", "C", "C", "N", "C", "C", "Cl", "H", "H", "H", "H", "H", "H", "H", "H", "H", "H", "H", "H", "H", "H", "H", "Cl"],
  "positions_angstrom": [[-2.51, -1.00, 0.38], [-2.16, 0.15, 1.34], [-3.17, 1.13, 1.28], [-0.75, 0.75, 1.03], [-0.28, 0.18, -0.24], [1.11, 0.21, -0.39], [1.91, 1.28, 0.36], [1.37, 0.28, -1.91], [1.17, -1.12, -2.33], [1.24, -1.95, -1.38], [1.59, -1.25, -0.10], [1.14, -2.04, 1.40], [-1.75, -1.77, 0.48], [-2.61, -0.65, -0.65], [-3.47, -1.44, 0.67], [-2.13, -0.27, 2.34], [-3.18, 1.45, 0.37], [-0.11, 0.49, 1.87], [-0.81, 1.85, 0.89], [1.93, 1.00, 1.41], [2.94, 1.24, 0.00], [1.45, 2.27, 0.30], [0.50, 0.81, -2.29], [2.22, 0.82, -2.31], [0.95, -1.46, -3.26], [1.10, -3.02, -1.42], [2.69, -1.23, -0.12], [-0.40, 3.29, 2.29]],
  "nbo_charge": [-0.623, 0.078, -0.688, -0.149, -0.587, 0.302, -0.664, -0.282, -0.392, 0.294, -0.331, 0.048, 0.191, 0.195, 0.216, 0.179, 0.454, 0.193, 0.281, 0.251, 0.203, 0.293, 0.258, 0.252, 0.441, 0.246, 0.259, -0.919],
  "molar_mass_da": 228.12,
  "lumo_energy_ev": -2.10,
  "fmax_ha_per_bohr": 0.0478,
  "spin_multiplicity": 1,
  "gap_ha": 0.156
}